1.
{
  "formula": "C5H13NO2",
  "method": "ωB97M-V/def2-TZVPD",
  "species": ["C", "C", "C", "C", "O", "N", "C", "O", "H", "H", "H", "H", "H", "H", "H", "H", "H", "H", "H", "H", "H"],
  "xyz": [[0.73, -1.01, -0.83], [-0.16, 0.04, -0.17], [-1.00, -0.56, 0.97], [-2.29, -1.17, 0.40], [-0.19, -1.50, 1.65], [0.56, 1.19, 0.34], [1.28, 2.04, -0.55], [2.48, 1.41, -1.01], [1.09, -0.63, -1.79], [0.15, -1.89, -1.14], [1.56, -1.34, -0.22], [-0.87, 0.32, -0.95], [-1.32, 0.27, 1.60], [-3.07, -0.39, 0.37], [-2.82, -1.85, 1.08], [-2.13, -1.58, -0.59], [-0.46, -1.57, 2.57], [1.23, 0.90, 1.05], [0.62, 2.37, -1.35], [1.58, 2.90, 0.05], [3.02, 2.07, -1.47]],
  "charge": 0,
  "multiplicity": 1,
  "e_above_lowest_ev": 1.587,
  "total_energy_ha": -403.518278,
  "largest_force_ev_per_a": 1.33,
  "smiles": "C[C@H](NCO)[C@@H](C)O"
}

2.
{
  "formula": "C32H35Cl6N4",
  "method": "ωB97M-V/def2-TZVPD",
  "species": ["N", "C", "C", "C", "C", "N", "C", "N", "N", "C", "C", "C", "C", "C", "C", "C", "C", "C", "H", "H", "H", "H", "H", "H", "H", "H", "H", "H", "H", "H", "H", "H", "H", "H", "H", "H", "H", "H", "H", "H", "H", "Cl", "C", "C", "Cl", "C", "C", "C", "C", "H", "H", "H", "H", "Cl", "C", "C", "Cl", "C", "C", "C", "C", "H", "H", "H", "H", "Cl", "C", "C", "Cl", "C", "C", "C", "C", "H", "H", "H", "H"],
  "xyz": [[-2.75, 0.10, 5.64], [-2.00, 0.82, 4.58], [-2.89, 1.83, 3.80], [-2.08, 2.96, 3.11], [-1.37, 2.33, 1.86], [-0.11, 1.66, 2.24], [0.86, 2.60, 2.58], [0.71, 3.93, 2.41], [2.05, 2.20, 3.07], [2.30, 0.75, 3.00], [1.67, 0.05, 1.78], [0.52, 0.86, 1.14], [-0.40, -0.14, 0.44], [-1.06, -1.17, 1.12], [-1.90, -2.02, 0.44], [-2.11, -1.86, -0.94], [-1.43, -0.85, -1.61], [-0.58, 0.02, -0.93], [-2.45, -0.87, 5.60], [-2.35, 0.42, 6.53], [-1.60, 0.08, 3.88], [-1.13, 1.37, 4.99], [-3.63, 2.24, 4.51], [-3.45, 1.24, 3.06], [-2.85, 3.65, 2.72], [-1.37, 3.45, 3.79], [-1.22, 3.09, 1.07], [-2.11, 1.64, 1.44], [0.89, 4.52, 3.21], [0.39, 4.31, 1.53], [2.81, 2.74, 2.67], [3.39, 0.62, 2.92], [2.04, 0.31, 3.98], [1.30, -0.92, 2.15], [2.44, -0.20, 1.03], [0.95, 1.56, 0.40], [-0.93, -1.31, 2.20], [-2.44, -2.80, 0.99], [-2.80, -2.52, -1.46], [-1.60, -0.70, -2.68], [-0.06, 0.83, -1.44], [3.79, -1.80, -3.13], [2.50, -2.39, -4.13], [1.22, -2.57, -3.63], [0.81, -2.21, -1.99], [0.22, -3.05, -4.47], [0.50, -3.34, -5.79], [1.79, -3.16, -6.29], [2.78, -2.68, -5.45], [-0.78, -3.19, -4.09], [-0.28, -3.72, -6.44], [2.01, -3.39, -7.33], [3.79, -2.54, -5.84], [2.08, -4.94, -8.96], [3.69, -5.33, -9.46], [4.15, -5.02, -10.74], [3.16, -4.23, -11.90], [5.45, -5.36, -11.09], [6.28, -5.99, -10.19], [5.82, -6.29, -8.91], [4.52, -5.96, -8.55], [5.81, -5.12, -12.09], [7.29, -6.25, -10.47], [6.47, -6.78, -8.20], [4.16, -6.19, -7.56], [-2.09, 5.02, 5.37], [-3.31, 5.23, 6.58], [-4.66, 5.14, 6.27], [-5.22, 4.82, 4.67], [-5.61, 5.33, 7.27], [-5.21, 5.59, 8.57], [-3.86, 5.66, 8.88], [-2.91, 5.48, 7.88], [-6.66, 5.27, 7.04], [-5.95, 5.73, 9.35], [-3.54, 5.86, 9.90], [-1.86, 5.54, 8.13]],
  "charge": 1,
  "multiplicity": 1,
  "e_above_lowest_ev": 0.000,
  "total_energy_ha": -4220.314264,
  "largest_force_ev_per_a": 2.51
}

3.
{
  "formula": "C3H2FO3",
  "method": "ωB97M-V/def2-TZVPD",
  "species": ["H", "O", "O", "O", "C", "C", "C", "H", "F"],
  "xyz": [[0.76, -1.94, 0.96], [-0.83, -1.13, -0.15], [-0.02, 0.87, 0.30], [-2.22, 0.64, -0.15], [0.57, -1.34, 0.03], [1.06, 0.04, 0.39], [-1.13, 0.16, -0.04], [1.03, -1.73, -0.89], [2.12, 0.52, -0.25]],
  "charge": 0,
  "multiplicity": 2,
  "e_above_lowest_ev": 0.000,
  "total_energy_ha": -441.047588,
  "largest_force_ev_per_a": 1.38
}